ORCA calculation (ωB97M-V/def2-TZVPD) on the ion C3H10N3O2 with charge +1 in a non-equilibrium geometry.

Each line ends with the natural charge from an NBO analysis.
Atoms and positions in Å:
C: 2.352 -0.426 -1.549  0.212
C: -0.431 0.698 2.098  -0.398
H: 0.502 1.233 2.189  0.264
H: 2.602 -1.029 -0.670  0.168
H: -1.269 1.402 2.221  0.226
O: 1.048 -0.727 -2.026  -0.328
C: -2.177 -0.189 0.451  -0.514
H: -2.669 -1.123 0.636  0.260
H: -0.690 -1.195 -1.497  0.413
H: -2.509 -0.003 -0.631  0.247
N: -0.831 0.094 0.824  -0.076
N: -0.032 -0.559 -1.167  -0.052
O: 2.390 0.817 -0.963  -0.696
H: -2.836 0.364 1.000  0.254
H: 1.770 1.416 -1.404  0.476
N: 0.144 -0.125 0.033  0.122
H: -0.406 -0.061 2.762  0.223
H: 3.041 -0.588 -2.306  0.199

The charge is +1. The calculation puts the max |F| at 3.978 eV/Å. For the gap between HOMO and LUMO, the calculation gives 9.8095 eV. As for the LUMO energy: -4.599 eV. As for the multiplicity: 1.


ORCA calculation (ωB97M-V/def2-TZVPD) on the molecule CH4FIP2 in a non-equilibrium geometry.

Each line ends with the natural charge from an NBO analysis.
Atoms and positions in Å:
P: 2.777 -1.048 0.355  -0.103
P: 1.186 0.838 0.395  0.986
H: 1.130 1.521 -0.902  -0.009
H: -0.060 -1.185 0.416  0.243
I: 4.743 0.000 -0.347  -0.048
H: -0.770 -0.061 1.490  0.246
H: -0.957 0.165 -0.274  0.249
F: 0.417 2.370 0.856  -0.612
C: -0.332 -0.151 0.583  -0.953

The charge is 0. The calculation puts the max |F| at 4.246 eV/Å. For the gap between HOMO and LUMO (alpha / beta), the calculation gives 6.3400 / 6.1807 eV. As for the LUMO energy (alpha / beta): -1.672 / -1.671 eV. As for the multiplicity: 1.


ORCA calculation (ωB97M-V/def2-TZVPD) on the molecule C6H15N in a non-equilibrium geometry.

Each line ends with the natural charge from an NBO analysis.
Atoms and positions in Å:
H: -0.142 0.029 2.333  0.210
H: -1.572 -0.655 0.301  0.199
C: -0.133 1.799 1.078  -0.399
C: 0.028 -0.404 -1.161  -0.418
H: -0.741 -0.928 -1.785  0.202
H: -2.100 2.821 1.668  0.212
H: -0.149 -1.669 0.535  0.219
H: 1.257 0.204 1.066  0.202
N: 1.164 -2.559 -1.383  -0.866
H: -1.968 2.328 0.014  0.202
H: 1.862 -3.110 -0.916  0.370
H: 0.220 2.387 1.936  0.202
C: -0.473 -0.631 0.340  -0.403
C: 0.189 0.298 1.330  -0.410
H: 0.342 2.178 0.200  0.196
H: -0.091 0.649 -1.377  0.207
C: 1.337 -1.125 -1.371  -0.221
H: 1.993 -0.981 -0.500  0.184
H: -2.119 1.073 1.171  0.204
H: 0.864 -2.989 -2.243  0.363
H: 1.914 -0.767 -2.270  0.172
C: -1.681 2.054 1.034  -0.625

The charge is 0. The calculation puts the max |F| at 2.784 eV/Å. For the gap between HOMO and LUMO, the calculation gives 10.1569 eV. As for the LUMO energy: 1.195 eV. As for the multiplicity: 1.


ORCA calculation (ωB97M-V/def2-TZVPD) on the molecule C3H2N2S in a non-equilibrium geometry.

Each line ends with the natural charge from an NBO analysis.
Atoms and positions in Å:
N: -0.310 -1.160 -0.207  -0.452
H: 1.872 -1.159 0.373  0.230
S: -2.876 -0.064 0.024  0.179
H: 1.435 1.394 -0.005  0.183
C: 0.900 -0.697 0.060  0.083
C: -1.189 -0.159 -0.121  0.153
C: 0.677 0.739 0.016  0.024
N: -0.507 1.106 -0.139  -0.400

The charge is 0. The calculation puts the max |F| at 5.237 eV/Å. For the gap between HOMO and LUMO, the calculation gives 6.9240 eV. As for the LUMO energy: -2.561 eV. As for the multiplicity: 1.


ORCA calculation (ωB97M-V/def2-TZVPD) on a cluster of 8 separate species, H16O8 in total in a non-equilibrium geometry.

Each line ends with the natural charge from an NBO analysis.
Atoms and positions in Å:
H: 0.661 -2.500 -0.057  0.476
O: -0.250 -2.304 -0.387  -0.936
H: -2.918 3.394 -1.819  0.477
H: -4.013 -0.534 0.158  0.478
H: 1.732 0.081 -0.205  0.480
O: -3.140 -0.455 0.634  -0.943
O: 2.505 0.036 -0.903  -0.958
H: 4.364 -0.623 -1.261  0.475
H: -2.541 -0.034 -0.096  0.464
O: -3.561 3.910 -1.203  -0.950
O: 2.341 3.185 2.219  -0.926
H: 2.213 2.372 1.728  0.463
H: -4.151 3.271 -0.769  0.472
H: 5.659 -1.535 -1.102  0.471
H: 0.482 0.989 -0.908  0.473
O: 4.927 -1.010 -0.642  -0.949
O: -2.571 -3.797 0.671  -0.927
H: -3.059 -3.957 1.490  0.462
H: -0.685 -1.846 0.279  0.464
O: -0.356 1.032 -0.410  -0.935
H: 1.787 3.157 2.928  0.464
H: -1.671 -3.899 0.962  0.464
H: -0.587 0.150 -0.242  0.460
H: 2.834 0.919 -1.065  0.479

The charge is 0. The calculation puts the max |F| at 4.228 eV/Å. For the gap between HOMO and LUMO, the calculation gives 11.3081 eV. As for the LUMO energy: -0.046 eV. As for the multiplicity: 1.


ORCA calculation (ωB97M-V/def2-TZVPD) on a cluster of 10 separate species, C29H58N6O17 in total in a non-equilibrium geometry.

Each line ends with the Mulliken charge.
Atoms and positions in Å:
N: -7.660 -1.210 -26.018  -0.198
O: 1.853 4.668 -24.462  -0.634
H: -0.635 3.394 -21.583  0.423
O: -5.129 -1.084 -22.601  -0.642
O: -4.019 4.352 -21.408  -0.610
O: -2.495 7.410 -26.573  -0.523
O: -1.052 5.713 -26.353  -0.185
H: -5.274 -3.525 -22.264  0.356
H: -3.559 4.418 -26.471  -0.822
H: -7.481 4.654 -25.207  -0.223
C: -0.746 3.348 -22.665  -0.196
H: -1.782 3.334 -23.005  0.057
H: -3.768 5.334 -23.562  -0.377
H: -2.927 -3.184 -25.226  0.388
H: -8.466 -2.605 -24.781  0.378
O: 1.151 2.622 -23.842  -0.391
C: -3.371 5.359 -21.567  0.907
H: 0.389 0.900 -25.982  0.036
H: -7.109 6.277 -23.469  0.115
C: -3.162 2.640 -31.119  0.666
C: -1.968 6.449 -27.005  0.657
C: 0.085 -0.145 -25.996  -0.621
C: -7.943 4.116 -26.025  0.002
H: -5.971 3.645 -30.407  0.307
C: -4.987 -3.340 -23.295  -1.269
O: -2.439 2.065 -31.850  -0.576
H: -11.052 1.883 -24.957  0.348
H: -4.556 2.655 -28.580  -0.450
C: -5.843 -0.046 -27.223  -0.070
N: -5.732 6.658 -25.602  0.778
H: -4.799 4.999 -30.453  0.329
H: -2.239 0.422 -26.707  -0.515
C: -0.495 4.722 -27.241  0.183
C: -4.687 -1.851 -23.437  0.798
O: -4.708 4.191 -24.709  -1.730
C: -4.017 3.687 -25.740  1.907
H: -2.969 5.407 -19.532  0.375
H: -5.343 7.801 -27.331  0.397
H: -4.740 3.123 -26.415  -1.016
O: -3.114 1.440 -24.817  -1.204
N: -3.902 -1.474 -24.470  0.360
C: -0.511 -0.522 -27.336  0.751
H: -3.424 0.423 -28.615  -0.138
H: -5.662 7.165 -22.923  -0.045
O: -4.273 3.294 -31.519  -0.396
C: -2.624 -0.313 -28.626  -0.623
N: -3.315 5.896 -22.806  1.001
H: -3.829 4.235 -28.525  -1.645
H: -2.804 -1.772 -26.197  -0.062
C: -6.303 7.628 -24.867  0.839
O: 0.090 -1.168 -28.187  -0.772
C: -6.734 -0.195 -25.995  0.066
H: -3.095 -1.304 -28.650  0.243
H: 0.256 1.372 -22.420  0.327
H: 0.977 -0.742 -25.792  0.371
H: -0.902 4.897 -29.423  0.401
C: -5.528 6.782 -27.008  -0.890
H: -3.096 7.577 -24.094  0.209
N: -9.092 3.363 -25.538  -0.145
H: -2.058 -0.183 -29.549  0.420
O: -2.105 6.020 -28.283  -0.387
C: -2.940 2.576 -25.513  2.588
C: -4.922 3.917 -30.408  -0.420
C: -3.507 -2.327 -25.578  -0.743
H: -6.320 6.322 -27.613  0.115
H: -3.583 -0.493 -24.504  0.119
H: -8.292 -0.962 -24.049  0.283
H: -2.084 3.119 -25.006  -1.765
H: -5.674 -1.021 -27.693  0.517
C: -6.626 7.254 -23.427  -0.528
H: -11.227 2.641 -23.490  0.348
O: -0.050 4.416 -23.326  -0.266
C: -1.403 4.772 -28.459  0.674
H: -2.414 7.828 -22.507  0.407
H: -0.616 1.554 -23.914  -0.546
C: 1.069 3.954 -23.914  0.628
O: -6.643 0.604 -25.093  -0.492
O: -6.590 8.749 -25.327  -0.814
H: -8.215 4.802 -26.829  0.259
H: -0.590 3.749 -26.757  -0.585
H: -6.177 0.744 -27.887  0.379
H: -7.288 7.991 -22.993  0.321
H: -5.393 5.795 -25.121  -0.144
H: 0.561 4.914 -27.406  0.422
H: -9.790 3.060 -26.191  0.209
H: -9.614 -1.378 -25.251  0.277
C: -9.233 2.874 -24.272  0.755
C: -0.018 2.103 -23.180  0.492
C: -8.582 -1.527 -24.930  -0.957
H: -1.625 6.774 -23.691  0.118
C: -2.598 7.064 -23.269  -0.856
O: -2.942 2.834 -29.810  -0.365
H: -5.798 -3.681 -23.940  0.207
C: -10.480 2.050 -24.035  -1.251
H: -10.235 1.157 -23.475  0.232
H: -2.505 2.439 -26.557  -0.589
H: -7.549 -1.936 -26.701  0.278
N: -1.799 -0.134 -27.455  0.608
H: -4.880 0.238 -26.782  -0.513
O: -8.456 3.103 -23.402  -0.572
H: -4.391 -2.561 -26.176  0.218
H: -4.074 -3.922 -23.459  0.369
H: -1.529 5.845 -20.467  0.188
H: -2.081 3.926 -28.553  -0.431
C: -2.612 5.953 -20.403  -1.438
H: -7.235 3.399 -26.450  -0.017
H: -2.861 7.008 -20.259  0.353
C: -4.097 3.426 -29.200  2.557
H: -4.623 6.201 -27.206  0.190
H: -0.603 -0.426 -25.198  0.147

The charge is -2. The calculation puts the max |F| at 2.402 eV/Å. For the gap between HOMO and LUMO, the calculation gives 4.9756 eV. As for the LUMO energy: 3.923 eV. As for the multiplicity: 1.


Question: Which formula does entry 6 have?
Answer: C29H58N6O17